# C3H8NS

The molecule C3H8NS (ωB97M-V/def2-TZVPD, the Open Molecules 2025 dataset).

Atoms and positions in Å:
C: 0.617 -1.196 1.174
C: -0.443 -0.058 1.055
C: -1.057 -0.161 -0.344
S: 0.252 0.068 -1.690
N: 0.185 1.242 1.261
H: 1.207 -1.193 0.259
H: 1.406 -1.021 1.913
H: 0.131 -2.110 1.498
H: -1.175 -0.274 1.826
H: -1.783 0.578 -0.668
H: -1.349 -1.213 -0.436
H: -0.309 1.838 1.898
H: 0.649 1.661 0.472

Computed properties:
- net charge = 0
- frontier orbital gap (alpha / beta) (eV) = 9.87 / 6.88
- energy above the lowest of the compared OMol25 structures with the same formula, charge and spin (eV) = 0.178
- largest force on an atom (eV/Å) = 2.074
- E_LUMO (alpha / beta) (eV) = 1.038 / -1.884
- 2S+1 = 2
- expectation value of S² = 0.753
- HOMO energy (alpha / beta) (Eh) = -0.3247 / -0.3220
- DFT total energy (eV) = -15564.3440

Okay, here come the natural (NBO) numbers, in e, for every atom: -0.626, -0.072, -0.529, 0.051, -0.882, 0.208, 0.227, 0.206, 0.200, 0.238, 0.220, 0.374, 0.384